Record 1
C3H10N4O | wB97M-V/def2-TZVPD

For the gap between HOMO and LUMO, the calculation gives 0.3160 hartree. The total energy comes out at -414.4190 Eh. The calculation puts the HOMO energy at -8.0518 eV. The energy above the lowest of the compared OMol25 structures with the same formula, charge and spin is 510.0 kJ/mol.

XYZ file:
```
18
C3H10N4O (wB97M-V/def2-TZVPD)
C -0.61616 -1.31636 -0.87428
C -0.84686 0.02218 -0.22000
O -0.09155 0.89832 -2.24685
N -0.65206 1.18207 -0.95373
H -0.36886 1.65648 -2.77676
H -1.79391 0.09433 0.31636
H -1.31888 -1.46101 -1.69642
H -0.79034 -2.12210 -0.16343
H 0.39599 -1.38133 -1.26723
N 1.43076 1.74183 0.41064
N 0.37205 -1.11762 2.08244
C 0.27194 0.09245 1.35793
N 1.44667 0.51224 0.80304
H 2.28310 1.89314 -0.13763
H 0.13364 1.78288 -0.43887
H 0.98289 -1.78308 1.62762
H -0.52445 -1.53728 2.28239
H -0.31397 0.84285 1.89478
```

***

Record 2
C23H18IMnN7O4S | wB97M-V/def2-TZVPD

For the gap between HOMO and LUMO (alpha / beta), the calculation gives 0.2284 / 0.2484 hartree. The total energy comes out at -3418.2163 Eh. The calculation puts the HOMO energy (alpha / beta) at -11.0299 / -11.1206 eV. As for the charge: +1. The spin multiplicity is 5.

XYZ file:
```
55
C23H18IMnN7O4S (wB97M-V/def2-TZVPD)
Mn -0.55661 -1.46314 -0.87062
O 3.27540 0.46627 3.04876
C 3.92431 0.00301 1.99685
O 5.11922 0.04991 1.88246
C 3.11279 -0.62864 0.90562
C 3.68425 -1.10416 -0.25842
N 2.69555 -1.56786 -1.03320
N 1.50093 -1.42433 -0.44250
C 1.74129 -0.86124 0.74278
C 0.53930 -0.60041 1.61483
O 0.67662 -0.03896 2.69091
O -0.55707 -1.03937 1.11132
H 2.29409 0.35268 2.97231
H 4.71973 -1.12755 -0.55434
H 2.76579 -1.92093 -1.97284
S -2.72341 -1.41500 -1.51493
C -2.84288 0.30617 -1.14944
N -4.05296 0.81628 -0.97143
N -4.19802 1.96729 -0.39571
C -3.29993 2.63830 0.50603
C -2.72893 1.92854 1.55680
C -1.90595 2.59357 2.44766
C -1.67133 3.95821 2.29794
C -2.26093 4.65457 1.25483
C -3.07864 3.99349 0.34604
N -1.75403 1.08559 -1.14494
N -0.64685 0.46735 -1.31208
C 0.50521 1.31646 -1.35526
C 0.63544 2.33882 -0.42399
C 1.78278 3.11567 -0.43603
C 2.78209 2.87531 -1.37012
C 2.63378 1.85760 -2.30379
C 1.49395 1.06877 -2.29598
H -5.15421 2.29491 -0.42184
H -2.91333 0.86819 1.67582
H -1.44529 2.04060 3.25517
H -1.03413 4.47567 3.00236
H -2.08594 5.71566 1.14025
H -3.52916 4.52460 -0.48246
H -0.14976 2.50460 0.30303
H 1.89848 3.90777 0.29147
H 3.67596 3.48395 -1.37355
H 3.40157 1.68761 -3.04690
H 1.34937 0.28793 -3.03482
I -0.16620 -6.34008 2.36458
C -0.48443 -5.49421 0.49873
C -0.75170 -6.27276 -0.61896
C -0.95954 -5.64782 -1.83893
C -0.89482 -4.27209 -1.90904
N -0.62976 -3.52344 -0.82802
C -0.43358 -4.11856 0.35585
H -0.80190 -7.35005 -0.53766
H -1.17766 -6.22077 -2.72845
H -1.06844 -3.74480 -2.83800
H -0.25053 -3.46914 1.20187
```

***

Record 3
C4H9NO2 | wB97M-V/def2-TZVPD

For the gap between HOMO and LUMO (alpha / beta), the calculation gives 0.4095 / 0.2168 hartree. The total energy comes out at -362.6534 Eh. The calculation puts the HOMO energy (alpha / beta) at -15.2009 / -15.1340 eV. The energy above the lowest of the compared OMol25 structures with the same formula, charge and spin is 279.9 kJ/mol. As for the charge: +1. The spin multiplicity is 2.

XYZ file:
```
16
C4H9NO2 (wB97M-V/def2-TZVPD)
C 2.07577 0.98255 0.86701
C 0.67892 1.66674 0.68825
N -0.34741 0.84196 0.16422
C -0.29105 -0.58983 -0.00447
C -1.60798 -0.98372 -0.96391
O -1.25063 -2.14858 -1.65290
O 0.38599 2.75159 1.20084
H 2.50360 0.71396 -0.15859
H 2.68709 1.53509 1.59073
H 1.75439 0.03282 1.43942
H -0.94770 1.42215 -0.30280
H 0.49085 -1.06230 -0.56079
H -0.34333 -1.09774 0.93402
H -1.68674 -0.24038 -1.66004
H -2.48956 -0.85406 -0.38787
H -1.61221 -2.97028 -1.19310
```

***

Record 4
C5H9NOS | wB97M-V/def2-TZVPD

For the gap between HOMO and LUMO, the calculation gives 0.3443 hartree. The total energy comes out at -723.8951 Eh. The calculation puts the HOMO energy at -8.8921 eV. The energy above the lowest of the compared OMol25 structures with the same formula, charge and spin is 589.9 kJ/mol.

XYZ file:
```
17
C5H9NOS (wB97M-V/def2-TZVPD)
C -2.03923 0.51275 -0.69408
C -0.62418 -0.19697 -0.79278
C 0.38698 -0.07059 0.33984
C -0.13268 -0.72402 1.52389
C 2.83233 0.38579 -0.39223
H -3.03270 0.02150 -1.47023
H -1.98889 1.76803 -0.93853
H -2.43458 0.51194 0.58899
H -0.73220 -1.44244 -0.90497
H -0.28115 -0.06532 -1.89128
H 0.55491 -0.52030 2.42059
H -0.05044 -1.89481 1.13097
H -1.09252 -0.42665 1.94684
H 3.60266 0.47056 -1.06939
N 2.24477 1.49677 0.00070
O 0.96573 1.29242 0.60726
S 1.82120 -1.11865 -0.40561
```

***

Record 5
C7H10 | wB97M-V/def2-TZVPD

For the gap between HOMO and LUMO, the calculation gives 0.3576 hartree. The total energy comes out at -272.5570 Eh. The calculation puts the HOMO energy at -8.5876 eV. The energy above the lowest of the compared OMol25 structures with the same formula, charge and spin is 422.8 kJ/mol.

XYZ file:
```
17
C7H10 (wB97M-V/def2-TZVPD)
C 1.13099 1.02160 -1.26062
C 0.76547 0.90800 0.00336
C 0.31771 1.87292 0.98164
C -0.85626 1.13739 1.48637
C 0.45924 0.40238 1.32888
H 1.65543 0.30515 -1.87084
H 0.84600 1.96361 -1.71137
H 0.87616 2.72205 1.34709
H -1.66290 0.90678 0.78876
H -1.17262 1.38525 2.49643
H 1.03284 -0.07680 2.11163
C 0.09772 -2.12639 -0.98137
C -1.22707 -2.07273 -0.92569
H 0.64420 -1.77952 -1.85411
H 0.69504 -2.48987 -0.14863
H -1.81494 -1.68536 -1.75432
H -1.77638 -2.40040 -0.04669
```

***

Record 6
H10O5 | wB97M-V/def2-TZVPD

For the gap between HOMO and LUMO, the calculation gives 0.4023 hartree. The total energy comes out at -382.1945 Eh. The calculation puts the HOMO energy at -10.6140 eV. The energy above the lowest of the compared OMol25 structures with the same formula, charge and spin is 77.9 kJ/mol.

XYZ file:
```
15
H10O5 (wB97M-V/def2-TZVPD)
O -2.54768 -1.73949 -0.25286
H -2.04944 -2.55615 -0.17132
H -1.88986 -1.03906 -0.21112
O 1.54540 3.07718 -1.14668
H 0.93090 2.33696 -1.06589
H 2.40004 2.68052 -0.96420
O 0.52706 0.45800 -0.64878
H 0.96678 -0.37100 -0.42208
H -0.26897 0.46912 -0.10784
O -1.91209 0.62334 1.17712
H -2.06749 1.56386 1.05181
H -2.77191 0.25012 1.39323
O 2.02971 -1.89062 0.28515
H 2.87402 -2.07401 -0.13537
H 2.23354 -1.78877 1.21880
```